41
Properties=species:S:1:pos:R:3 method="wB97M-V/def2-TZVPD" lumo_ev=2.1 gap_ev=6.50 charge=-1 spin_multiplicity=1
Cs -1.948 0.550 -2.176
C 3.944 0.922 -3.997
O 3.636 -0.009 -2.962
C 2.317 -0.323 -2.876
O 1.475 0.113 -3.624
N 2.125 -1.190 -1.850
N 0.818 -1.533 -1.515
H 5.020 1.065 -3.954
H 3.429 1.868 -3.831
H 3.652 0.528 -4.970
H 2.867 -1.268 -1.172
H 0.453 -0.975 -0.728
H 0.753 -2.522 -1.328
C 1.928 0.624 2.321
Si 0.341 1.156 1.429
C 0.893 2.295 0.034
C -0.675 2.168 2.656
N -0.513 -0.108 0.693
C -1.146 -1.131 1.292
C -1.123 -1.509 2.659
C -1.817 -2.600 3.162
C -2.590 -3.413 2.346
C -2.656 -3.094 0.989
C -1.958 -2.011 0.529
F -2.062 -1.709 -0.817
H 2.464 1.491 2.721
H 2.600 0.108 1.630
H 1.725 -0.055 3.152
H 1.548 3.097 0.383
H 0.042 2.766 -0.466
H 1.441 1.721 -0.720
H -0.089 3.001 3.056
H -1.005 1.556 3.499
H -1.567 2.583 2.182
H -0.536 -0.910 3.347
H -1.746 -2.808 4.224
H -3.136 -4.258 2.741
H -3.248 -3.662 0.282
S -6.605 2.868 -2.372
C -5.070 2.453 -2.827
N -3.983 2.155 -3.144

41
Properties=species:S:1:pos:R:3 method="wB97M-V/def2-TZVPD" lumo_ev=-3.7 gap_ev=7.29 charge=+1 spin_multiplicity=1
La -11.677 -5.333 -4.493
C -10.435 -8.322 -5.708
N -11.567 -7.435 -5.921
C -12.812 -8.154 -5.585
C -11.581 -6.934 -7.331
C -12.728 -6.013 -7.629
N -12.931 -5.068 -6.546
C -14.015 -4.224 -6.630
C -14.377 -3.433 -5.535
F -13.649 -3.654 -4.401
C -15.419 -2.532 -5.537
F -15.671 -1.843 -4.380
C -16.197 -2.355 -6.639
C -15.870 -3.120 -7.740
F -16.574 -3.006 -8.886
C -14.830 -4.029 -7.754
F -14.561 -4.665 -8.893
H -10.571 -9.218 -6.333
H -10.430 -8.615 -4.651
H -9.478 -7.885 -6.042
H -13.036 -8.880 -6.349
H -13.660 -7.498 -5.544
H -12.676 -8.536 -4.594
H -11.657 -7.806 -8.001
H -10.608 -6.494 -7.502
H -13.607 -6.634 -7.739
H -12.528 -5.581 -8.593
H -17.007 -1.626 -6.690
N -10.422 -3.515 -2.841
C -9.753 -2.382 -3.461
C -10.601 -1.950 -4.631
N -10.664 -3.026 -5.599
H -11.205 -3.310 -2.240
H -9.797 -4.110 -2.260
H -8.782 -2.736 -3.789
H -9.554 -1.507 -2.791
H -10.200 -1.010 -5.063
H -11.609 -1.782 -4.255
H -9.773 -3.169 -6.061
H -11.332 -2.871 -6.320
I -11.902 -6.890 -1.782

35
Properties=species:S:1:pos:R:3 method="wB97M-V/def2-TZVPD" lumo_ev=-3.0 gap_ev=7.37 charge=+1 spin_multiplicity=1
C 0.817 -1.641 -2.811
C 1.347 -1.242 -1.462
C 1.843 -0.005 -1.140
C 1.130 -1.949 -0.244
C 1.552 -1.111 0.814
C 0.735 -3.247 0.139
C 1.550 -1.456 2.168
C 0.776 -3.620 1.450
C 1.158 -2.728 2.487
N 1.950 0.071 0.242
H 0.977 -2.684 -3.047
H 1.394 -1.100 -3.562
H 2.327 0.762 -1.724
H 2.421 0.841 0.682
H 0.379 -3.925 -0.630
H 1.929 -0.719 2.862
H 0.475 -4.602 1.764
H 1.173 -3.124 3.492
H -0.217 -1.338 -2.980
C -1.608 0.992 0.711
C -1.816 1.142 2.211
C -1.175 2.706 -0.954
N -0.881 2.189 0.242
N -2.039 2.133 -1.794
N -0.517 3.775 -1.393
H -1.052 0.124 0.524
H -2.587 0.877 0.281
H -2.760 1.625 2.426
H -1.091 1.700 2.806
H -0.638 2.830 0.978
H -2.404 1.199 -1.751
H -2.451 2.707 -2.510
H -0.147 4.432 -0.729
H -0.703 4.181 -2.296
H -1.846 0.205 2.749

51
Properties=species:S:1:pos:R:3 method="wB97M-V/def2-TZVPD" lumo_ev="-2.8 / -5.9" gap_ev="9.99 / 7.28" charge=+1 spin_multiplicity=6
Rh 0.424 0.029 -0.276
C 0.155 1.592 2.438
C -0.094 0.104 2.712
N -0.724 -0.592 1.573
C -2.161 -0.365 1.325
C -2.416 0.972 0.641
N -1.503 1.151 -0.506
C -1.033 2.523 -0.768
C -0.166 3.020 0.397
N 0.559 1.891 1.035
H 0.924 1.946 3.125
H -0.743 2.165 2.653
H -0.706 0.015 3.614
H 0.851 -0.402 2.903
H -0.555 -1.589 1.666
H -2.739 -0.421 2.252
H -2.496 -1.172 0.671
H -2.281 1.801 1.332
H -3.452 1.009 0.300
H -1.936 0.765 -1.344
H -1.871 3.204 -0.937
H -0.455 2.477 -1.692
H -0.772 3.523 1.149
H 0.547 3.753 0.023
H 1.563 2.025 0.991
O 3.040 -0.610 -4.153
As 2.500 -1.126 -2.607
O 1.845 0.161 -1.790
O 1.608 -2.617 -2.840
C 3.989 -1.801 -1.644
C 5.112 -2.169 -2.367
C 6.236 -2.642 -1.695
C 6.222 -2.757 -0.322
C 5.090 -2.409 0.410
C 3.972 -1.926 -0.242
S 2.580 -1.526 0.805
O 2.473 -0.048 0.894
O 2.779 -2.190 2.050
O 1.348 -1.954 0.068
H 2.285 -0.551 -4.763
H 5.117 -2.080 -3.446
H 7.115 -2.924 -2.259
H 7.091 -3.132 0.201
H 5.069 -2.526 1.484
F -0.469 -1.143 -1.977
As -1.262 -0.848 -3.587
F 0.326 -1.227 -4.237
F -1.707 -2.486 -3.604
F -1.926 -0.518 -5.107
F -2.703 -0.423 -2.697
F -0.744 0.812 -3.391